Record 1
The following is a DFT calculation (wB97M-V/def2-TZVPD) of a cluster of 3 separate species, C4H13NO2 in total at a distorted geometry.

Properties
Highest occupied orbital energy in eV: -7.66
Structure (SMILES): C=CNCC.O.O
ΔE to the lowest compared entry with this formula, charge and spin in eV: 2.186
Orbital gap in eV: 8.2456

Structure (ORCA input):
```
! RIJCOSX wB97M-V def2-TZVPD def2/J DEFGRID3
* xyz 0 1
C -0.20 -0.07 -0.06
C -0.04 -1.40 0.21
N 0.58 -1.84 1.33
C 0.22 -3.03 2.07
C 1.35 -4.05 2.11
H -0.24 0.20 -1.10
H -0.57 0.54 0.75
H -0.50 -2.10 -0.49
H 1.25 -1.19 1.70
H -0.02 -2.77 3.10
H -0.59 -3.53 1.53
H 1.03 -5.05 2.40
H 1.82 -4.23 1.13
H 2.25 -3.72 2.62
O -2.61 4.93 -2.62
H -3.22 4.34 -2.15
H -2.32 4.31 -3.31
O 0.95 6.34 -3.27
H 0.03 6.61 -3.41
H 0.83 5.74 -2.53
*
```

Record 2
The following is a DFT calculation (wB97M-V/def2-TZVPD) of a cluster of 2 separate species, C4H13NO2 in total at a distorted geometry.

Properties
Highest occupied orbital energy in eV: -9.86
Structure (SMILES): CCCNCO.O
ΔE to the lowest compared entry with this formula, charge and spin in eV: 0.998
Orbital gap in eV: 10.6766

Structure (ORCA input):
```
! RIJCOSX wB97M-V def2-TZVPD def2/J DEFGRID3
* xyz 0 1
C -1.57 1.72 0.65
C -1.68 0.25 0.34
C -0.39 -0.54 0.64
N 0.81 -0.07 -0.11
C 1.02 -0.49 -1.51
O 0.04 -0.28 -2.48
H -0.59 1.87 1.12
H -2.24 2.27 1.31
H -1.56 2.34 -0.26
H -1.93 0.02 -0.70
H -2.43 -0.26 0.94
H -0.12 -0.36 1.68
H -0.56 -1.61 0.54
H 0.74 0.94 -0.22
H 1.94 0.02 -1.79
H 1.28 -1.56 -1.48
H -0.83 -0.28 -2.08
O 2.68 -1.24 1.52
H 2.07 -0.94 0.81
H 3.34 -1.78 1.08
*
```

Record 3
The following is a DFT calculation (wB97M-V/def2-TZVPD) of a cluster of 3 separate species, C4H13NO2 in total at a distorted geometry.

Properties
Highest occupied orbital energy in eV: -8.63
Structure (SMILES): C1CCNC1.O.O
ΔE to the lowest compared entry with this formula, charge and spin in eV: 1.386
Orbital gap in eV: 9.4633

Structure (ORCA input):
```
! RIJCOSX wB97M-V def2-TZVPD def2/J DEFGRID3
* xyz 0 1
C 0.66 -1.24 -1.90
C -0.81 -0.80 -2.11
C -1.43 -0.96 -0.72
N -0.31 -0.99 0.31
C 0.96 -0.94 -0.44
H 1.27 -0.65 -2.61
H 0.91 -2.29 -2.11
H -1.27 -1.40 -2.89
H -0.94 0.23 -2.41
H -2.30 -0.40 -0.40
H -1.94 -1.93 -0.58
H -0.37 -0.17 0.92
H 1.51 -1.74 0.13
H 1.51 0.00 -0.44
O 2.03 5.82 1.05
H 2.11 5.74 1.99
H 1.40 6.43 0.68
O -1.34 -1.69 3.75
H -0.54 -1.86 3.26
H -1.10 -1.16 4.51
*
```

Record 4
The following is a DFT calculation (wB97M-V/def2-TZVPD) of a cluster of 3 separate species, C4H13NO2 in total at a distorted geometry.

Properties
Highest occupied orbital energy in eV: -8.74
Structure (SMILES): C=C(C)NC.O.O
ΔE to the lowest compared entry with this formula, charge and spin in eV: 0.627
Orbital gap in eV: 9.5470

Structure (ORCA input):
```
! RIJCOSX wB97M-V def2-TZVPD def2/J DEFGRID3
* xyz 0 1
C -2.43 0.28 0.18
C -1.19 0.71 -0.02
C -0.84 2.16 -0.03
N -0.09 -0.16 -0.23
C 0.54 -0.18 -1.54
H -3.31 0.90 0.30
H -2.58 -0.79 0.16
H -1.69 2.78 0.21
H -0.01 2.38 0.63
H -0.51 2.45 -1.05
H -0.35 -1.09 0.08
H 1.19 -1.06 -1.60
H -0.15 -0.28 -2.40
H 1.20 0.67 -1.68
O 0.93 -2.93 0.85
H 1.61 -2.25 1.02
H 0.71 -3.28 1.72
O 2.44 -0.47 1.14
H 1.58 -0.14 0.80
H 2.94 0.29 1.45
*
```

Record 5
The following is a DFT calculation (wB97M-V/def2-TZVPD) of a cluster of 2 separate species, C4H13NO2 in total at a distorted geometry.

Properties
Highest occupied orbital energy (spin up / spin down) in eV: -15.06 / -15.03
ΔE to the lowest compared entry with this formula, charge and spin in eV: 2.746
Orbital gap (spin up / spin down) in eV: 12.0610 / 6.3765

Structure (ORCA input):
```
! RIJCOSX wB97M-V def2-TZVPD def2/J DEFGRID3
* xyz 1 2
C 1.54 1.01 0.71
N 0.34 0.49 0.11
C 0.45 0.62 -1.39
C 0.15 -0.96 0.43
C -1.27 -1.53 0.41
O -1.20 -2.84 0.92
H 1.91 1.97 0.36
H 2.48 0.42 0.51
H 1.40 0.97 1.80
H 1.51 0.56 -1.66
H -0.19 -0.08 -1.90
H 0.26 1.67 -1.75
H 0.70 -1.55 -0.31
H 0.75 -1.16 1.33
H -1.96 -0.96 1.06
H -1.61 -1.62 -0.63
H -1.28 -3.47 0.20
H -1.93 1.86 0.29
H -0.61 2.04 -0.31
O -1.43 2.55 -0.19
*
```

Record 6
The following is a DFT calculation (wB97M-V/def2-TZVPD) of a cluster of 3 separate species, C4H13NO3 in total at a distorted geometry.

Properties
Highest occupied orbital energy in eV: -9.88
Structure (SMILES): CC(C)C(N)=O.O.O
ΔE to the lowest compared entry with this formula, charge and spin in eV: 1.062
Orbital gap in eV: 10.3840

Structure (ORCA input):
```
! RIJCOSX wB97M-V def2-TZVPD def2/J DEFGRID3
* xyz 0 1
C 1.35 -0.62 0.88
C 0.43 0.07 -0.16
C -0.66 -0.84 -0.65
C 0.14 1.54 0.11
N -1.06 1.90 0.61
O 0.94 2.33 -0.38
H 0.92 -1.05 1.81
H 1.78 -1.56 0.39
H 2.19 0.08 1.01
H 1.16 -0.03 -0.99
H -0.25 -1.71 -1.17
H -1.38 -0.36 -1.33
H -1.40 -1.01 0.12
H -1.66 1.18 0.96
H -1.23 2.89 0.65
O -3.36 -2.88 0.60
H -3.48 -3.45 -0.17
H -4.29 -2.78 0.83
O 3.48 1.75 -1.10
H 3.88 2.61 -0.91
H 2.52 1.94 -1.10
*
```

Record 7
The following is a DFT calculation (wB97M-V/def2-TZVPD) of a cluster of 4 separate species, C4H13NO3 in total at a distorted geometry.

Properties
Highest occupied orbital energy in eV: -7.90
ΔE to the lowest compared entry with this formula, charge and spin in eV: 8.685
Orbital gap in eV: 3.2083

Structure (ORCA input):
```
! RIJCOSX wB97M-V def2-TZVPD def2/J DEFGRID3
* xyz 0 1
C 1.24 -0.16 -1.21
C 0.67 -1.32 -0.39
C -2.17 2.07 -0.25
C -2.07 1.17 -1.32
O -1.68 0.01 -1.17
N 1.74 -2.12 0.15
H 2.27 -0.38 -1.48
H 0.67 0.01 -2.12
H 1.21 0.71 -0.55
H 0.01 -0.91 0.38
H -1.84 1.82 0.75
H -2.53 3.06 -0.48
H -2.17 1.58 -2.33
H 1.38 -2.99 0.52
H 0.02 -1.90 -1.05
H 1.56 -0.55 2.70
H 2.15 -1.57 0.93
O 1.65 -0.11 1.87
H -1.44 0.15 1.75
H 0.15 0.56 1.72
O -0.81 0.86 1.59
*
```

Record 8
The following is a DFT calculation (wB97M-V/def2-TZVPD) of a cluster of 3 separate species, C4H13NO3 in total at a distorted geometry.

Properties
Highest occupied orbital energy in eV: -8.49
Structure (SMILES): CCNCC=O.O.O
ΔE to the lowest compared entry with this formula, charge and spin in eV: 2.217
Orbital gap in eV: 9.0019

Structure (ORCA input):
```
! RIJCOSX wB97M-V def2-TZVPD def2/J DEFGRID3
* xyz 0 1
C 0.07 -0.86 1.52
C 0.54 0.57 1.13
N 0.17 1.09 -0.15
C -1.02 1.86 -0.32
C -0.72 3.35 -0.51
O -1.05 4.20 0.27
H 0.85 -1.29 2.14
H -0.09 -1.44 0.63
H -0.88 -0.75 2.03
H 1.62 0.59 1.24
H 0.26 1.27 1.90
H 0.40 0.57 -0.97
H -1.58 1.62 -1.22
H -1.75 1.77 0.50
H -0.17 3.56 -1.45
O 2.21 -3.81 -0.37
H 3.01 -4.31 -0.22
H 1.80 -4.11 -1.19
O -1.18 -1.14 -2.02
H -0.52 -1.30 -1.32
H -1.99 -1.44 -1.59
*
```

Record 9
The following is a DFT calculation (wB97M-V/def2-TZVPD) of a cluster of 4 separate species, C4H13NO3 in total at a distorted geometry.

Properties
Highest occupied orbital energy (spin up / spin down) in eV: -14.21 / -14.21
ΔE to the lowest compared entry with this formula, charge and spin in eV: 3.063
Orbital gap (spin up / spin down) in eV: 8.4492 / 5.8990

Structure (ORCA input):
```
! RIJCOSX wB97M-V def2-TZVPD def2/J DEFGRID3
* xyz 1 2
C -0.06 -0.68 -0.83
C 0.51 0.50 -1.51
C 1.78 0.77 -2.00
C -1.55 1.70 -1.55
N -0.27 1.66 -1.66
H -0.27 -0.41 0.24
H 0.45 -1.61 -1.05
H -1.10 -0.84 -1.18
H 2.01 1.57 -2.74
H 2.71 0.34 -1.64
H -2.00 2.67 -1.66
H -2.14 0.87 -1.28
H 0.16 -0.21 2.33
H -0.77 -1.13 3.13
O -0.26 -1.08 2.31
H 1.75 2.25 2.32
H 2.49 0.93 2.98
O 1.74 1.54 2.95
H -2.09 -2.30 0.55
H -1.22 -3.30 -0.22
O -1.86 -3.24 0.50
*
```

Record 10
The following is a DFT calculation (wB97M-V/def2-TZVPD) of a cluster of 2 separate species, C4H13NOS in total at a distorted geometry.

Properties
Highest occupied orbital energy in eV: -8.61
Structure (SMILES): CCNCCS.O
ΔE to the lowest compared entry with this formula, charge and spin in eV: 2.615
Orbital gap in eV: 9.2446

Structure (ORCA input):
```
! RIJCOSX wB97M-V def2-TZVPD def2/J DEFGRID3
* xyz 0 1
C 2.51 0.72 -0.53
C 2.10 -0.14 0.64
N 1.00 -1.13 0.38
C -0.18 -1.03 1.21
C -0.87 0.41 1.24
S -2.51 0.22 0.54
H 1.75 1.22 -1.34
H 3.24 0.24 -1.09
H 3.20 1.56 -0.13
H 2.94 -0.77 0.94
H 1.70 0.60 1.41
H 0.79 -0.99 -0.67
H -0.84 -1.93 0.86
H 0.01 -1.46 2.29
H -0.15 1.12 0.75
H -0.91 0.93 2.25
H -2.18 -0.12 -0.65
O 0.14 0.48 -3.16
H 0.21 -0.37 -2.60
H 0.98 0.78 -3.40
*
```

Record 11
The following is a DFT calculation (wB97M-V/def2-TZVPD) of a cluster of 2 separate species, C4H13NOS in total at a distorted geometry.

Properties
Highest occupied orbital energy in eV: -8.61
Structure (SMILES): CN[C@H](C)CS.O
ΔE to the lowest compared entry with this formula, charge and spin in eV: 1.693
Orbital gap in eV: 9.2639

Structure (ORCA input):
```
! RIJCOSX wB97M-V def2-TZVPD def2/J DEFGRID3
* xyz 0 1
C 1.17 0.81 -1.82
N 0.22 0.83 -0.68
C 0.66 -0.28 0.28
C 0.56 -1.69 -0.40
C -0.14 -0.16 1.56
S 1.05 -0.06 2.97
H 1.81 1.68 -1.80
H 1.75 -0.14 -1.86
H 0.63 0.55 -2.74
H -0.72 0.69 -1.04
H 1.73 -0.03 0.34
H 0.22 -1.53 -1.42
H 1.47 -2.24 -0.36
H -0.33 -2.15 0.06
H -0.85 0.67 1.62
H -0.82 -1.01 1.76
H 1.47 -1.32 3.05
O -2.97 1.76 0.35
H -3.07 1.99 -0.57
H -3.85 1.63 0.70
*
```